Computed, not measured: a 13-piece molecular cluster, C39H84F6N10O15S2 overall, with ωB97M-V/def2-TZVPD.

Calculated values
electronic energy: -4607.98773 Ha
gap between HOMO and LUMO: 8.9 eV
LUMO energy: 0.022 eV
HOMO energy: -8.85 eV
multiplicity: 1
F_max: 0.098 hartree/bohr

Each line ends with the Löwdin charge.
Positions of all 156 atoms, in Å:
C  3.67  -21.00  -5.25  0.02
N  3.55  -22.49  -5.68  -0.27
C  4.92  -23.14  -5.46  0.01
C  2.63  -23.12  -4.67  0.01
C  2.99  -22.69  -7.13  -0.03
C  3.90  -22.33  -8.34  -0.17
O  4.34  -20.96  -8.21  -0.12
H  2.69  -20.52  -5.19  0.07
H  4.38  -20.39  -5.82  0.10
H  3.99  -21.04  -4.21  0.07
H  5.73  -22.59  -5.94  0.09
H  4.92  -24.07  -6.03  0.09
H  5.15  -23.26  -4.41  0.07
H  3.04  -23.23  -3.66  0.09
H  2.44  -24.12  -5.05  0.09
H  1.71  -22.55  -4.74  0.10
H  2.03  -22.17  -7.11  0.12
H  2.76  -23.76  -7.16  0.12
H  3.39  -22.46  -9.30  0.10
H  4.81  -22.92  -8.39  0.11
H  5.08  -20.85  -8.81  -0.02
C  8.45  -21.41  -7.96  -0.60
F  8.14  -22.59  -8.52  0.09
F  7.84  -21.28  -6.78  0.13
F  9.79  -21.43  -7.85  0.13
S  7.92  -20.05  -9.30  0.73
O  7.62  -18.91  -8.43  -0.32
O  8.94  -19.93  -10.32  -0.27
N  6.40  -20.72  -9.84  -0.32
S  6.31  -20.23  -11.28  0.53
O  6.54  -18.79  -11.45  -0.31
O  7.06  -21.06  -12.18  -0.30
C  4.43  -20.56  -11.64  -0.63
F  4.13  -20.10  -12.87  0.13
F  4.09  -21.82  -11.55  0.13
F  3.71  -19.91  -10.73  0.12
C  1.97  -27.49  -11.07  -0.34
O  1.96  -28.12  -12.11  0.01
N  1.92  -28.02  -9.81  -0.19
C  2.36  -27.40  -8.59  -0.06
C  1.59  -29.42  -9.63  -0.06
H  2.10  -26.41  -10.97  0.12
H  2.49  -26.32  -8.61  0.09
H  3.30  -27.90  -8.33  0.07
H  1.65  -27.64  -7.80  0.06
H  1.18  -29.73  -8.67  0.09
H  0.85  -29.69  -10.38  0.09
H  2.52  -29.95  -9.85  0.09
C  -0.87  -21.01  -5.47  -0.31
O  0.12  -20.38  -5.84  -0.04
N  -1.73  -21.69  -6.30  -0.19
C  -2.98  -22.35  -5.88  -0.03
C  -1.34  -21.99  -7.63  -0.07
H  -1.20  -20.99  -4.42  0.13
H  -3.79  -22.11  -6.58  0.09
H  -3.33  -22.01  -4.91  0.09
H  -2.83  -23.42  -5.99  0.08
H  -2.11  -21.78  -8.38  0.10
H  -0.37  -21.54  -7.87  0.07
H  -1.20  -23.07  -7.52  0.07
C  9.22  -21.74  -2.45  -0.33
O  9.92  -20.75  -2.17  -0.03
N  9.32  -22.53  -3.57  -0.16
C  10.20  -22.14  -4.70  -0.01
C  8.58  -23.77  -3.78  -0.06
H  8.46  -21.98  -1.69  0.12
H  9.62  -22.15  -5.62  0.06
H  11.01  -22.87  -4.70  0.09
H  10.69  -21.18  -4.50  0.09
H  7.94  -23.70  -4.66  0.06
H  9.19  -24.67  -3.85  0.09
H  7.93  -23.97  -2.93  0.06
C  1.40  -18.96  -2.73  -0.33
O  2.16  -19.90  -2.73  -0.02
N  1.55  -17.89  -3.55  -0.18
C  0.47  -16.94  -3.76  -0.05
C  2.72  -17.68  -4.42  -0.02
H  0.49  -19.01  -2.11  0.14
H  -0.53  -17.35  -3.58  0.09
H  0.45  -16.71  -4.83  0.09
H  0.67  -16.06  -3.15  0.09
H  3.56  -18.27  -4.06  0.07
H  2.44  -17.96  -5.44  0.08
H  2.99  -16.62  -4.37  0.10
C  0.63  -23.25  -11.16  -0.35
O  -0.24  -23.60  -10.35  -0.03
N  0.75  -23.78  -12.34  -0.16
C  -0.28  -24.67  -12.91  -0.03
C  1.76  -23.33  -13.31  -0.02
H  1.35  -22.43  -11.01  0.13
H  -0.75  -24.18  -13.76  0.09
H  -1.07  -24.90  -12.19  0.08
H  0.10  -25.65  -13.20  0.09
H  2.31  -22.45  -13.00  0.07
H  2.46  -24.13  -13.56  0.07
H  1.18  -23.17  -14.22  0.09
C  5.40  -24.94  -1.64  -0.29
O  4.64  -25.09  -2.65  -0.05
N  6.50  -25.70  -1.37  -0.19
C  7.41  -25.52  -0.22  -0.04
C  6.81  -26.83  -2.26  -0.03
H  5.38  -24.15  -0.88  0.11
H  7.37  -26.50  0.26  0.08
H  7.18  -24.73  0.49  0.09
H  8.44  -25.34  -0.54  0.09
H  7.23  -27.58  -1.59  0.09
H  5.90  -27.13  -2.77  0.08
H  7.57  -26.48  -2.96  0.08
C  7.02  -25.80  -7.42  -0.24
O  7.47  -24.91  -6.64  -0.03
N  6.33  -26.92  -6.95  -0.18
C  6.31  -28.11  -7.79  -0.08
C  5.91  -27.20  -5.57  -0.04
H  7.11  -25.88  -8.51  0.13
H  7.06  -28.85  -7.52  0.09
H  6.53  -27.89  -8.83  0.09
H  5.33  -28.58  -7.77  0.07
H  5.87  -26.30  -4.96  0.06
H  4.97  -27.74  -5.57  0.09
H  6.64  -27.84  -5.07  0.09
C  4.25  -21.47  -0.86  -0.01
C  5.41  -21.15  -1.78  -0.47
O  5.98  -22.00  -2.45  0.02
C  5.97  -19.76  -1.84  0.00
H  3.41  -21.76  -1.49  0.07
H  3.90  -20.62  -0.27  0.08
H  4.44  -22.36  -0.26  0.07
H  6.88  -19.76  -2.45  0.08
H  6.29  -19.44  -0.85  0.09
H  5.25  -19.10  -2.32  0.08
C  -1.01  -26.81  -5.19  -0.02
C  -0.52  -25.99  -6.37  -0.44
O  0.03  -24.89  -6.21  0.02
C  -0.94  -26.56  -7.80  -0.01
H  -0.73  -26.26  -4.30  0.08
H  -0.65  -27.84  -5.27  0.08
H  -2.08  -26.76  -5.41  0.09
H  -2.01  -26.44  -7.97  0.08
H  -0.67  -27.62  -7.86  0.07
H  -0.55  -25.89  -8.57  0.07
C  6.18  -24.04  -11.27  -0.02
C  5.02  -24.95  -11.55  -0.49
O  4.12  -25.12  -10.75  0.04
C  4.99  -25.71  -12.83  -0.01
H  6.53  -23.61  -12.21  0.08
H  7.03  -24.56  -10.84  0.09
H  5.91  -23.25  -10.57  0.05
H  5.96  -25.94  -13.28  0.08
H  4.41  -25.16  -13.57  0.08
H  4.66  -26.70  -12.52  0.08
C  2.15  -18.32  -8.66  -0.07
C  1.06  -19.01  -9.34  -0.25
N  0.19  -19.55  -9.92  0.13
H  2.97  -18.99  -8.39  0.06
H  1.77  -17.78  -7.79  0.06
H  2.60  -17.57  -9.31  0.09